(1)
The molecule C20H26N4O2S at a distorted geometry, computed with ωB97M-V with the def2-TZVPD basis set.

Summary:
ΔE to the lowest compared entry with this formula, charge and spin	42.1	kcal per mole
E_HOMO	-8.04	eV
max |F|	1.18	eV/A
total charge	0

```
53
Properties=species:S:1:pos:R:3:mulliken_charge:R:1
S 0.929 3.391 -0.462 -0.1219
O 2.718 -1.121 -1.931 -0.4679
O -2.576 3.597 -0.338 -0.6636
N 2.533 1.202 -0.061 0.4149
N 1.893 0.559 1.936 -0.8271
N 1.148 1.627 1.595 -0.4134
N -1.662 1.791 0.738 -0.0217
C 1.518 -1.821 -1.648 -0.1075
C -2.341 -0.515 0.984 1.3039
C 0.436 -1.133 -2.475 -0.7287
C 2.419 0.209 -2.331 0.2234
C 1.537 2.012 0.408 0.5562
C -5.448 -2.384 -0.150 -1.4486
C -0.429 3.850 0.667 -0.7926
C 2.718 0.297 0.960 0.0680
C 3.701 -0.780 0.960 0.0723
C -3.806 1.029 -0.151 -0.6487
C 3.436 -1.975 1.839 -0.7244
C -3.277 -1.511 0.757 -0.9905
C 3.092 1.226 -1.382 -1.5657
C 0.887 0.324 -2.403 0.4038
C 4.505 -1.009 2.216 -0.7701
C -1.071 -0.846 1.710 -1.3122
C -4.720 0.015 -0.361 -0.9770
C -4.471 -1.273 0.089 0.6358
C -1.691 3.072 0.302 0.6450
C -2.613 0.780 0.518 0.4402
H 4.158 0.994 -1.322 0.4956
H -0.083 3.658 1.681 0.3479
H -5.172 -2.939 -1.048 0.2798
H -1.087 -1.882 2.040 0.4095
H 2.963 2.232 -1.787 0.4862
H -0.603 4.912 0.500 0.4709
H 2.524 -1.959 2.415 0.2251
H -0.561 -1.287 -2.069 0.3984
H 1.677 -2.867 -1.913 0.3891
H 2.870 0.361 -3.322 0.4212
H -5.454 -3.081 0.686 0.3677
H 3.718 -2.946 1.460 0.2925
H -0.847 1.519 1.284 0.0330
H 5.538 -1.300 2.103 0.2761
H -4.016 2.024 -0.506 0.5665
H -6.452 -1.993 -0.291 0.3828
H -0.204 -0.718 1.063 -0.0461
H 1.292 -1.759 -0.574 -0.0888
H -3.069 -2.510 1.116 0.3172
H 0.566 0.917 -3.255 0.4760
H -5.641 0.234 -0.882 0.3794
H 0.466 -1.492 -3.504 0.2791
H 0.491 0.785 -1.498 -0.6553
H 4.180 -0.952 0.006 0.6025
H -0.927 -0.214 2.585 0.4361
H 4.312 -0.348 3.047 0.2756
```

(2)
A structure of composition C20H26N4O2SSeSiTi, computed with ωB97M-V with the def2-TZVPD basis set.

Summary:
ΔE to the lowest compared entry with this formula, charge and spin	6.0	kcal per mole
E_HOMO (alpha / beta)	-6.96 / -7.29	eV
max |F|	0.63	eV/A
2S+1	3
total charge	0

```
56
Properties=species:S:1:pos:R:3:mulliken_charge:R:1
Se 2.580 0.262 1.733 -0.4440
Ti 1.397 -0.282 -0.602 0.3493
S -0.187 1.739 -1.706 1.8347
Si 1.457 -0.818 3.342 0.6302
O 0.880 2.662 -1.980 -0.8397
O -0.094 0.422 -2.381 -0.6281
N -0.186 1.391 -0.164 -0.6385
N -5.317 4.222 -3.278 -0.5616
N -0.653 -0.797 0.309 0.4341
N -2.355 0.838 0.607 -0.4666
C -2.734 1.668 -2.704 -0.2266
C -1.126 0.471 0.259 0.5500
C 2.269 -2.599 -1.472 -0.2914
C 3.331 -2.210 -0.657 1.1470
C 3.993 -1.007 -0.957 -0.4822
C -4.127 3.629 -2.890 1.0811
C -1.702 2.451 -2.211 -0.1757
C 1.885 -1.819 -2.568 -0.5142
C -1.473 -1.749 0.738 -0.4216
C -2.768 -1.458 1.124 -0.7020
C 3.764 -3.027 0.521 -1.4595
C -3.159 -0.131 1.031 -0.4717
C 1.181 -2.638 2.914 -0.8774
C -3.938 2.253 -3.046 -0.8583
C 2.486 -0.766 4.911 -1.1784
C -0.191 -0.017 3.748 -0.8795
C 2.563 -0.635 -2.858 -0.5347
C 3.635 -0.237 -2.056 -0.3359
C -1.874 3.821 -2.052 -0.6579
C -3.076 4.406 -2.391 -0.7642
H -3.439 -2.225 1.482 0.4359
H -6.122 3.619 -3.315 0.2271
H 3.771 -2.399 1.414 0.0503
H 2.087 -3.214 3.117 0.4059
H 1.988 -1.298 5.727 0.3149
H -4.741 1.645 -3.446 0.2800
H 4.775 -3.408 0.361 0.4374
H 2.651 0.265 5.230 0.2902
H -0.049 1.043 3.966 0.2611
H 0.943 -2.764 1.855 -0.0966
H -0.917 -0.089 2.936 0.2142
H 1.025 -2.104 -3.158 0.2966
H -1.058 4.420 -1.670 0.4523
H 4.779 -0.670 -0.296 0.3947
H 3.465 -1.223 4.751 0.3016
H -5.517 5.118 -2.866 0.2275
H 2.230 -0.010 -3.673 0.2961
H 0.371 -3.071 3.508 0.4436
H -1.080 -2.757 0.779 0.4266
H 4.149 0.691 -2.264 0.3922
H -2.587 0.603 -2.830 0.4869
H -0.628 -0.492 4.631 0.3788
H -4.160 0.170 1.322 0.4567
H 3.099 -3.873 0.686 0.3526
H -3.208 5.475 -2.277 0.2928
H 1.713 -3.497 -1.234 0.3639
```

(3)
The molecule C20H26N4O3S2 at a distorted geometry, computed with ωB97M-V with the def2-TZVPD basis set.

Summary:
ΔE to the lowest compared entry with this formula, charge and spin	5.4	kcal per mole
E_HOMO	-8.38	eV
max |F|	1.08	eV/A
total charge	0

```
55
Properties=species:S:1:pos:R:3:mulliken_charge:R:1
S 1.092 -0.730 4.516 -0.2377
S -2.449 -0.538 0.720 -0.1108
O 0.050 2.059 -3.331 -0.6846
O 0.107 2.384 2.053 -0.5883
O 3.007 3.319 2.670 -0.6614
N -0.384 0.493 -1.757 0.7380
N -0.983 2.457 0.098 0.0822
N 1.562 -0.634 1.988 -0.1924
N 2.329 1.263 3.207 -0.0769
C 0.625 -2.062 3.523 -0.3976
C 2.629 2.244 2.273 0.0525
C 0.744 -1.646 -1.535 0.4128
C 2.547 1.875 0.811 -0.0969
C 1.718 0.057 3.063 0.4635
C -2.231 2.273 0.839 -0.9004
C -0.542 -2.556 -4.007 -0.7849
C -2.456 -1.420 2.195 -0.4060
C 0.950 -1.820 2.232 -0.7283
C 0.094 -0.657 -2.497 -0.4201
C 1.469 2.724 0.126 -0.4318
C 0.151 2.511 0.843 0.4791
C -1.054 -1.334 -3.252 -0.6425
C -1.023 2.786 -1.309 -0.7507
C 0.117 -3.542 -3.048 -0.6526
C -0.389 1.739 -2.246 0.5430
C 1.257 -2.867 -2.292 -1.0830
C -2.250 0.761 2.912 -0.6107
C -2.348 -0.602 3.270 -0.5600
C -2.287 0.970 1.570 0.4895
H -0.007 -1.959 -0.805 0.0139
H 0.497 -4.402 -3.603 0.3622
H -3.061 2.343 0.133 0.3710
H -0.533 3.746 -1.504 0.3178
H 2.321 0.817 0.700 -0.0007
H -1.497 -0.619 -3.947 0.3921
H 1.560 -1.162 -0.995 -0.0904
H 2.354 1.619 4.156 0.2283
H -1.369 -3.039 -4.530 0.3738
H 1.728 3.782 0.231 0.3269
H -1.822 -1.635 -2.535 0.1744
H 0.777 -2.486 1.407 0.5001
H -0.627 -3.906 -2.335 0.2992
H 0.186 -2.236 -4.756 0.3461
H -0.808 0.309 -0.860 -0.5670
H -2.540 -2.488 2.164 0.4878
H 3.514 2.100 0.360 0.4491
H 1.421 2.475 -0.931 0.4096
H 0.150 -2.921 3.950 0.4929
H 0.827 -0.284 -3.220 0.4594
H -2.066 2.888 -1.619 0.3579
H 1.711 -3.572 -1.592 0.3671
H -2.323 3.072 1.583 0.3925
H -2.139 1.559 3.623 0.4122
H 2.028 -2.556 -2.999 0.3677
H -2.336 -0.953 4.286 0.5128
```

(4)
A structure of composition C20H27BBeN6PS, computed with ωB97M-V with the def2-TZVPD basis set.

Summary:
ΔE to the lowest compared entry with this formula, charge and spin	0.0	kcal per mole
E_HOMO	-11.22	eV
max |F|	0.94	eV/A
total charge	+1

```
57
Properties=species:S:1:pos:R:3:mulliken_charge:R:1
S -1.682 -1.264 0.735 -0.5858
P -0.004 -1.269 -2.110 1.5420
N -0.695 1.511 -0.723 0.3873
N -2.772 -1.246 3.099 0.0539
N 1.193 0.106 0.574 0.2526
N 2.025 1.050 0.130 0.2091
N -1.656 0.714 2.481 -0.0162
N 0.302 2.283 -1.163 0.2505
C 4.173 -1.561 -3.982 -0.4965
C 1.923 -0.733 -4.096 -0.0366
C 1.711 -0.394 1.702 -0.3803
C 3.062 1.151 0.950 -0.2199
C 2.904 0.242 1.987 -1.0886
C -1.974 1.250 3.643 0.9894
C -0.435 -3.048 -1.959 -1.4497
C -1.571 2.660 3.862 -1.3280
C -3.083 -0.765 4.323 0.7893
C 2.612 -2.102 -2.245 -0.6930
C 3.877 -2.205 -2.792 -0.6997
C 3.195 -0.825 -4.629 -0.7493
C 1.623 -1.377 -2.903 0.1826
C -2.040 -0.519 2.194 -0.1773
C -3.836 -1.666 5.232 -1.4391
C -1.142 -0.715 -3.426 -1.6231
C -0.188 3.435 -1.603 -0.1983
C -1.566 3.429 -1.429 -1.0854
C -2.675 0.511 4.625 -0.9508
C -1.835 2.196 -0.866 -0.5325
B 1.767 1.811 -1.178 0.0166
Be -0.236 -0.039 -0.283 -0.0199
H -2.766 1.777 -0.544 0.5947
H -0.132 -3.574 -2.865 0.4387
H -1.048 3.027 2.983 0.2614
H -4.767 -1.977 4.759 0.3760
H 3.856 1.848 0.768 0.4919
H -2.167 -0.790 -3.062 0.4032
H -2.266 4.200 -1.676 0.4494
H 0.069 -3.482 -1.099 0.4129
H -3.251 -2.563 5.431 0.3637
H -2.900 0.943 5.584 0.4508
H 3.551 0.069 2.822 0.4389
H -3.088 -2.168 2.812 0.3283
H 4.632 -2.783 -2.281 0.4067
H 3.429 -0.316 -5.551 0.4083
H 2.395 -2.576 -1.297 0.2699
H -1.026 -1.329 -4.318 0.4568
H 1.172 -0.145 -4.602 0.3354
H 2.479 2.750 -1.228 -0.1214
H -0.929 2.749 4.737 0.3668
H 0.451 4.186 -2.019 0.4802
H 1.909 1.059 -2.094 -0.1089
H -1.508 -3.153 -1.812 0.4856
H 1.204 -1.169 2.242 0.5766
H 5.163 -1.629 -4.408 0.4095
H -0.934 0.328 -3.661 0.4012
H -2.448 3.277 4.050 0.3601
H -4.065 -1.181 6.175 0.3602
```